Entry 1:
The following is a quantum chemistry calculation of a 3-piece molecular cluster, C24H43N4O5 overall, from the Open Molecules 2025 dataset.

XYZ file:
```
76
Properties=species:S:1:pos:R:3:forces:R:3:mulliken_charge:R:1
C 1.66317 -2.52972 0.08023 0.60 -0.63 0.84 -0.709
C 0.49583 -1.67421 -0.68528 -0.66 -2.43 -0.20 -0.280
N 0.89491 -0.30109 -1.16035 2.36 -0.17 -2.24 0.080
C 1.55981 0.53989 -0.10052 0.13 1.02 0.27 0.216
C 3.19778 0.49401 -0.08372 0.15 0.04 0.99 0.662
C 3.73869 2.01210 0.21626 0.00 0.00 0.32 -1.119
C 4.13174 2.89118 -1.10866 -0.01 1.64 1.20 -0.473
C 2.79826 3.65153 -1.77321 1.34 0.54 -1.14 -0.611
C 2.59764 3.06656 -3.29329 -0.49 0.39 0.28 0.408
O 2.29780 4.12915 -4.30777 -0.20 -3.13 0.27 -0.467
C 1.69873 3.37799 -5.42973 -0.57 1.06 -1.21 -0.488
C 3.89063 -0.25437 -1.36582 1.24 -0.28 1.47 -1.160
N 3.12162 -0.16197 -2.66338 -3.11 -2.31 0.45 0.889
C 3.64980 -1.26387 -3.61183 0.53 -0.24 -1.77 -0.170
C 4.57836 -0.73762 -4.80423 -0.40 -3.41 -0.04 -0.433
C 5.21394 -1.80214 -5.86102 -3.68 -1.54 4.47 -0.407
C 4.70811 -3.31066 -5.51142 -0.55 3.45 1.47 -0.338
C 3.73089 -3.54938 -4.26299 0.51 0.42 -0.44 -0.230
N 3.16556 -2.62119 -3.24456 4.64 1.95 -6.25 -0.090
C 1.62771 -0.30377 -2.47864 -0.09 -0.41 -0.79 -0.483
N 0.84097 -0.39265 -3.63365 0.66 0.24 2.44 -0.144
H 1.19958 -3.51156 0.57625 0.79 2.24 -1.20 0.394
H 2.17420 -1.95221 0.98924 -1.36 -1.10 -2.07 0.083
H 2.53385 -2.90693 -0.63448 -2.06 0.96 1.27 0.167
H -0.47316 -1.60950 -0.00213 2.25 0.21 -1.38 0.274
H 0.17591 -2.32445 -1.63380 0.66 1.51 1.98 0.367
H 1.20535 1.66265 -0.29345 0.82 -2.48 0.41 0.205
H 1.13786 0.17967 0.94153 0.85 0.72 -2.17 -0.555
H 3.49672 -0.15361 0.87419 -0.59 1.32 -2.25 0.412
H 2.86230 2.59743 0.76953 1.91 -1.25 -1.09 0.308
H 4.62217 1.93055 1.01374 -1.75 0.29 -2.02 0.345
H 4.81209 3.79139 -0.71821 -1.34 -2.11 -0.81 0.386
H 4.77723 2.33252 -1.90913 -1.44 0.91 1.55 0.242
H 1.85127 3.58699 -1.08892 1.78 -0.12 -1.49 0.284
H 3.03625 4.81439 -1.89686 -0.46 -2.59 0.28 0.346
H 1.65527 2.36991 -3.27159 1.89 0.93 -0.10 0.000
H 3.56874 2.51492 -3.71490 -2.14 0.93 1.24 -0.083
H 2.10493 3.81764 -6.45422 -0.89 -0.78 2.23 0.271
H 1.96302 2.23278 -5.44225 -0.53 2.17 0.22 0.138
H 0.52711 3.57929 -5.36565 2.42 -0.81 -0.31 0.219
H 4.98010 0.17220 -1.59264 -2.47 -0.78 0.55 0.364
H 4.04971 -1.38414 -1.07636 -0.46 2.19 -0.67 0.433
H 4.80813 0.41107 -4.92213 -0.64 -2.59 0.49 0.311
H 5.91012 -1.49383 -6.74949 -1.55 -0.74 1.97 0.353
H 5.06021 -4.21720 -6.17589 -0.94 2.00 1.65 0.304
H 3.38249 -4.68321 -4.10690 0.90 2.83 -0.34 0.277
H -0.21536 -0.47391 -3.52961 2.16 0.25 0.03 0.320
H 1.22035 -0.30411 -4.60587 -0.19 -0.33 1.59 0.296
O 0.59640 -0.81702 2.64575 -1.09 0.19 1.23 -0.575
C -0.32038 -0.42242 3.36226 0.31 -0.57 -0.21 0.663
O -0.61673 -1.06779 4.51172 0.96 0.08 -0.71 -0.364
C -1.53656 -0.58595 5.50658 -0.56 0.00 0.23 -0.585
C -2.96147 -0.97685 5.16080 0.06 0.02 -0.29 -0.544
C -1.18792 0.72395 2.92948 0.25 0.70 0.17 -0.908
H -1.41979 0.49043 5.66267 0.01 -0.08 -0.17 0.371
H -1.25277 -1.06573 6.44932 0.26 0.00 -0.35 0.296
H -3.28217 -0.53186 4.21620 -0.06 0.04 0.23 0.041
H -3.65025 -0.65601 5.94719 0.08 -0.01 -0.10 0.344
H -3.04013 -2.06206 5.04240 0.07 0.11 0.14 0.309
H -1.95881 0.35657 2.24989 -0.01 0.02 0.09 0.228
H -0.56064 1.45578 2.40829 -0.13 -0.29 -0.08 0.266
H -1.65336 1.25955 3.75540 -0.17 -0.20 -0.08 0.376
O -5.20456 -0.03799 3.01552 -1.90 -0.04 0.75 -0.595
C -6.39239 -0.19712 3.28630 1.31 -0.05 -0.20 0.794
O -6.86351 0.12225 4.51172 0.65 0.37 -0.24 -0.377
C -8.25574 0.15167 4.87067 -0.30 -0.25 0.09 -0.398
C -8.74096 -1.22952 5.27020 0.08 -0.16 -0.05 -0.970
C -7.32201 -0.83604 2.29551 -0.36 0.45 -0.54 -1.022
H -8.85863 0.59721 4.07406 0.13 -0.12 -0.02 0.371
H -8.33966 0.82323 5.73175 0.31 -0.06 -0.22 0.315
H -8.66005 -1.93855 4.44324 -0.11 0.08 0.02 0.270
H -9.78463 -1.19200 5.59442 0.12 0.01 -0.03 0.369
H -8.13034 -1.62550 6.08766 -0.12 0.15 -0.05 0.297
H -7.22539 -1.92133 2.35795 0.00 0.08 0.00 0.260
H -7.04043 -0.50185 1.29067 0.14 -0.24 0.27 0.318
H -8.36549 -0.55356 2.42593 0.02 -0.19 0.14 0.337
```
Forces are in eV/Å.

Results
- HOMO energy (eV) = -12.00
- E_LUMO (eV) = -3.4367
- gap between HOMO and LUMO (eV) = 8.561
- net charge = +1
- DFT total energy (Eh) = -1534.8726

=====

Entry 2:
The following is a quantum chemistry calculation of C24H43NP2Zn as an isolated structure, from the Open Molecules 2025 dataset.

XYZ file:
```
71
Properties=species:S:1:pos:R:3:forces:R:3:mulliken_charge:R:1
P 3.21542 -1.32361 -1.26640 1.99 0.82 -0.86 1.155
P 2.22184 -2.79834 1.65444 2.18 -0.44 2.14 0.846
C 4.30183 -2.39205 -0.20499 -0.46 -0.93 0.45 -0.471
C 3.65512 -3.47154 0.66958 -0.14 -1.21 0.83 -1.449
H 4.77108 -1.66080 0.46292 -0.11 0.08 -0.34 -0.551
H 5.09860 -2.83194 -0.81534 -0.19 -0.13 0.21 0.742
H 3.30308 -4.30976 0.05924 0.03 0.06 0.01 0.435
H 4.37490 -3.87274 1.40421 -0.03 0.02 -0.42 0.571
C 3.23525 -2.06555 3.02497 0.22 0.78 0.03 -1.296
H 2.69599 -1.27582 3.55389 -0.07 -0.06 -0.10 0.465
H 4.17179 -1.62988 2.67383 -0.25 -0.04 -0.18 0.089
H 3.52204 -2.81665 3.77377 -0.32 -0.12 -0.40 0.456
C 1.26753 -3.85835 2.83511 -0.17 -0.48 -0.61 -1.270
H 1.85218 -4.30681 3.66405 -0.19 0.21 -0.74 0.449
H 0.70444 -4.61009 2.26972 0.01 0.03 0.34 0.366
H 0.54353 -3.14667 3.27233 0.23 -0.23 -0.23 0.322
C 4.55647 -1.32049 -2.60170 0.03 0.55 -0.12 -1.906
H 4.25580 -0.64296 -3.41145 0.12 -0.19 0.11 0.484
H 4.62554 -2.34650 -2.99463 -0.14 0.27 0.11 0.577
H 5.55624 -1.02355 -2.25787 -0.46 0.03 0.13 0.296
C 2.01285 -2.09097 -2.40637 0.09 -0.66 -0.28 -1.500
H 1.64140 -3.02733 -1.99965 -0.29 -0.04 -0.46 0.234
H 2.46288 -2.27251 -3.37915 0.04 -0.14 -0.06 0.524
H 1.20266 -1.36292 -2.53625 -0.03 -0.39 0.12 0.368
Zn 1.01606 -2.09525 -0.02898 -4.09 0.68 -0.52 -0.279
C 4.70609 0.75252 1.90335 -0.06 -0.17 0.52 0.216
C 5.89278 0.22720 1.53948 -0.45 0.09 0.77 -0.960
C 7.05756 0.84018 0.81802 -0.52 -0.08 -1.56 -0.654
C 6.63366 1.94709 -0.18665 0.48 0.26 0.57 -1.065
C 5.71775 1.53198 -1.28415 -0.71 -0.28 -0.48 -0.436
C 4.37942 1.52625 -1.25525 0.62 0.09 -0.46 -1.001
C 3.44226 1.86204 -0.15362 -0.48 -0.33 0.33 1.135
C 3.89424 1.88084 1.32182 -0.31 0.98 0.45 -1.238
C -0.49707 -3.25741 -0.92107 0.87 -0.79 -0.45 -1.956
H 4.24323 0.36146 2.84927 0.20 -0.29 -1.51 0.622
H 6.03263 -0.81972 1.83747 0.54 0.51 0.78 0.513
H 7.52445 0.02130 0.25053 0.29 0.26 0.11 0.272
H 7.82371 1.28034 1.49165 -0.59 -0.49 -0.06 0.362
H 6.15474 2.74329 0.39011 0.26 0.05 -0.11 0.337
H 7.54929 2.35415 -0.64298 -0.26 0.04 0.22 0.460
H 6.18500 1.22466 -2.22274 -0.02 0.06 0.20 0.535
H 3.84277 1.22685 -2.17026 0.43 0.25 0.36 0.781
H 2.61973 1.13327 -0.25625 0.41 0.44 0.23 -1.291
H 2.99001 2.84792 -0.34188 0.04 -0.16 -0.05 0.564
H 4.38058 2.84902 1.49092 -0.03 -0.06 0.19 0.469
H 2.93608 1.90942 1.89072 0.69 0.11 -0.25 0.374
H -0.88793 -4.02817 -0.23691 0.02 0.10 -0.38 0.409
H -0.12858 -3.75987 -1.82030 -0.15 -0.39 0.03 0.512
H -1.32999 -2.62413 -1.27526 0.56 -0.07 0.36 0.459
C -4.48511 -1.22740 1.94204 0.26 0.44 0.00 -0.956
N -3.57834 -1.56637 0.89132 -0.41 -1.08 -0.01 0.223
C -3.82007 -0.97762 -0.39914 0.22 0.31 0.22 -0.863
C -2.26208 -1.99598 1.31272 0.16 -0.88 -0.34 -0.847
C -1.29327 -0.87985 1.53288 0.40 0.26 1.47 1.207
C -1.48912 -0.05155 2.65009 -0.05 0.32 -0.62 -0.340
C -0.76761 1.13782 2.73069 0.21 0.13 0.22 -1.060
C 0.04493 1.53730 1.65575 -0.38 0.29 -0.48 -0.411
C 0.22566 0.66577 0.55408 0.17 1.20 1.55 -0.206
C -0.21768 -0.63872 0.67823 -0.02 0.17 -1.78 0.385
H -5.49900 -1.14933 1.52903 0.12 -0.04 0.29 0.327
H -4.19787 -0.26608 2.40189 -0.47 0.02 0.17 0.317
H -4.42985 -2.00834 2.71663 -0.25 0.24 -0.12 0.271
H -3.51300 0.08264 -0.44708 -0.02 -0.05 -0.14 0.276
H -3.29490 -1.51711 -1.20013 -0.13 0.06 0.28 0.222
H -4.90350 -1.01767 -0.58600 0.29 -0.02 -0.12 0.345
H -2.38445 -2.59054 2.24142 -0.07 0.13 -0.40 0.481
H -1.87185 -2.64122 0.52354 -0.23 0.15 0.63 -0.572
H -2.23122 -0.33782 3.40473 0.33 0.27 -0.21 0.546
H -0.88136 1.76361 3.62040 0.15 -0.06 -0.35 0.382
H 0.50471 2.53574 1.68023 -0.25 -0.39 -0.09 0.494
H 0.71812 0.97899 -0.38208 0.14 -0.09 0.86 0.705
```
Forces are in eV/Å.

Results
- HOMO energy (eV) = -6.55
- E_LUMO (eV) = 0.3597
- gap between HOMO and LUMO (eV) = 6.908
- DFT total energy (Eh) = -3456.8064